1.
Molecular formula: C3H11NO2
Method: DFT, the ωB97M-V functional and the def2-TZVPD basis

The spin multiplicity is 2. The value obtained for the maximum force is 7.204 eV/Å. Its total energy is -325.7893 hartree. The orbital gap (spin up / spin down) is 0.3995 / 0.2556 Eh. Its total charge is +1. The value obtained for the highest occupied orbital energy (spin up / spin down) is -0.556 / -0.556 hartree.

Atoms and positions in Å:
C  -1.06180  -0.02046  2.14534
C  -0.01132  0.26305  1.06328
C  0.03998  1.48371  0.42510
N  0.71394  -0.83796  0.64123
H  -1.40531  -1.02816  2.25737
H  -1.96984  0.54633  2.01131
H  -0.65752  0.27773  3.08262
H  0.64948  1.73997  -0.44165
H  -0.61220  2.35138  0.67819
H  0.89685  -1.66659  1.05809
H  1.38915  -0.62111  -0.07973
H  -0.74108  0.62422  -1.43670
H  -0.18168  0.47664  -2.88943
O  -0.86042  0.16481  -2.34252
H  2.10650  -1.17443  -1.95580
H  0.46333  -1.00673  -2.02139
O  1.24195  -1.57239  -2.19529



2.
Molecular formula: C75H176Hg2N15O24
Method: DFT, the ωB97M-V functional and the def2-TZVPD basis

The spin multiplicity is 1. The value obtained for the maximum force is 5.277 eV/Å. Its total energy is -5896.5784 hartree. The orbital gap is 0.1908 Eh. Its total charge is -1. The value obtained for the highest occupied orbital energy is -0.145 hartree.

Atoms and positions in Å:
Hg  -10.41214  18.86009  -2.27963
Hg  -11.53164  11.05659  0.52401
C  -14.76816  12.13783  -2.85425
C  -14.02304  12.49020  -1.58963
C  -14.91175  13.34717  -0.70500
O  -13.35058  11.42180  -0.91276
H  -15.45200  12.98036  -2.95725
H  -15.29200  11.19238  -2.99500
H  -14.12566  12.46919  -3.67003
H  -13.32763  13.26759  -1.90614
H  -15.83289  12.82839  -0.43953
H  -15.25983  14.24741  -1.21145
H  -14.36440  13.47659  0.22867
C  -9.93157  14.52407  -1.64814
C  -10.32594  15.90002  -1.64551
C  -11.33027  16.49416  -0.46223
O  -11.72169  17.65051  -0.48627
C  -11.63414  15.49616  0.56406
C  -11.05544  14.23851  0.58378
C  -10.17923  13.69761  -0.51368
O  -9.82909  12.42353  -0.68008
O  -11.39515  13.49747  1.61171
O  -9.85868  16.70342  -2.44359
H  -9.43691  14.28130  -2.57701
H  -12.11070  15.88476  1.45192
C  -7.50615  19.58777  -5.55547
C  -7.56143  20.36827  -6.77055
C  -8.80132  21.36598  -7.00843
O  -8.73750  22.08374  -8.06633
C  -9.72605  21.49939  -5.93201
C  -9.48687  20.82619  -4.78276
C  -8.36728  19.87556  -4.54836
O  -8.10296  19.25098  -3.43316
O  -10.42971  21.00783  -3.83130
O  -6.69484  20.45352  -7.63174
H  -6.73197  18.84469  -5.43341
H  -10.60531  22.11506  -6.05134
C  -17.33116  10.67619  3.04125
C  -16.83636  10.29509  1.67022
C  -17.83910  10.39128  0.50454
O  -17.31129  9.99372  -0.76703
C  -18.27595  9.70730  -1.73331
N  -15.66767  11.15336  1.41491
H  -16.55951  10.75340  3.80720
H  -18.09562  9.92848  3.25254
H  -17.86500  11.62617  3.01542
H  -16.53121  9.25356  1.77124
H  -18.15689  11.43374  0.52444
H  -18.67764  9.79701  0.86756
H  -19.15503  10.35141  -1.75457
H  -18.65659  8.69066  -1.63510
H  -17.74964  9.88792  -2.67058
H  -15.72064  12.11165  1.72954
H  -15.48043  11.18394  0.42289
C  -11.69153  16.05864  8.29914
C  -10.70912  15.24950  7.53787
C  -11.28017  14.89655  6.05405
O  -12.62277  14.29154  6.14673
C  -13.30522  13.93539  4.84112
N  -9.53978  16.00028  7.23962
H  -12.50158  15.40639  8.62548
H  -12.14170  16.79389  7.63217
H  -11.33808  16.43315  9.25983
H  -10.43499  14.33358  8.06136
H  -10.70976  14.17373  5.47075
H  -11.43734  15.81618  5.49042
H  -12.89845  13.06921  4.31921
H  -13.16702  14.70931  4.08611
H  -14.35580  13.67555  4.97101
H  -9.41571  16.72094  7.93628
H  -9.72795  16.72119  6.55771
C  -10.54473  25.43162  -3.34095
C  -11.28914  24.99019  -2.05930
C  -11.98455  23.60242  -2.27836
O  -13.08292  23.32135  -1.48987
C  -13.85713  22.16824  -1.66402
N  -10.50704  25.00449  -0.83711
H  -11.28445  25.87090  -4.01022
H  -10.13441  24.58745  -3.89513
H  -9.72959  26.13445  -3.16869
H  -11.99516  25.80640  -1.90621
H  -11.28434  22.83667  -1.94455
H  -12.20019  23.46357  -3.33775
H  -13.61329  21.67370  -2.60427
H  -14.89796  22.49127  -1.64365
H  -13.66679  21.37017  -0.94642
H  -11.21731  24.71652  -0.17932
H  -10.46610  26.00095  -0.67741
C  -10.03454  20.94083  7.04224
C  -10.87137  20.56254  5.77719
C  -10.61693  19.18130  5.31127
O  -9.23110  18.62706  5.46580
C  -8.16531  18.93861  4.51189
N  -12.26336  20.85735  6.08691
H  -10.43370  21.92812  7.27467
H  -8.97417  20.81735  6.82209
H  -10.21171  20.33437  7.93045
H  -10.55676  21.29894  5.03772
H  -10.80713  19.15575  4.23831
H  -11.23254  18.55053  5.95254
H  -8.26021  18.53113  3.50538
H  -7.19047  18.66683  4.91674
H  -8.11157  20.02138  4.39866
H  -12.76605  21.44030  5.43300
H  -12.81002  20.00825  6.10433
C  -14.26237  20.81875  2.61500
C  -13.37583  19.60860  2.29605
C  -13.78048  18.41766  3.18795
O  -13.81141  18.87706  4.49144
C  -14.38750  17.98497  5.41946
N  -13.45096  19.34982  0.84313
H  -15.31353  20.55909  2.74043
H  -14.20511  21.51958  1.78214
H  -13.98851  21.25267  3.57668
H  -12.34742  19.78809  2.60952
H  -13.33136  17.44715  2.97699
H  -14.81309  18.16700  2.94505
H  -14.01403  18.11947  6.43462
H  -14.18838  16.92319  5.27433
H  -15.47385  18.07322  5.43147
H  -14.40836  19.27134  0.53117
H  -12.93673  18.51355  0.60582
C  -7.67796  12.43772  -4.75893
C  -7.59685  10.94107  -4.41837
C  -6.63560  10.04565  -5.22971
O  -6.89772  8.68866  -4.89072
C  -5.89237  7.75011  -5.31069
N  -7.10196  10.86981  -3.03130
H  -8.13054  13.02967  -3.96340
H  -8.29978  12.62230  -5.63493
H  -6.66130  12.80647  -4.89508
H  -8.56573  10.46194  -4.55908
H  -5.62319  10.31763  -4.93113
H  -6.65240  10.03338  -6.31951
H  -5.93711  7.61775  -6.39170
H  -6.00983  6.76907  -4.85040
H  -4.96374  8.21418  -4.97842
H  -7.04921  9.94072  -2.63873
H  -7.67995  11.49777  -2.49121
C  -8.35762  15.38062  -6.50086
C  -9.19004  16.65078  -6.63221
C  -9.78892  17.10173  -7.98207
O  -11.01969  16.45365  -8.31291
C  -11.55803  16.94543  -9.50642
N  -10.28612  16.50417  -5.71578
H  -8.03862  14.99873  -5.53106
H  -7.47788  15.54622  -7.12275
H  -9.00708  14.66265  -7.00166
H  -8.55244  17.46757  -6.29396
H  -9.09109  16.95145  -8.80581
H  -10.11085  18.13067  -7.82156
H  -12.45864  16.42401  -9.83069
H  -10.93552  16.83900  -10.39482
H  -11.78630  18.01051  -9.46661
H  -9.86007  16.31987  -4.81879
H  -10.68878  15.62385  -6.00390
C  -14.04090  18.77682  -3.11693
C  -13.14510  17.77908  -3.87026
C  -13.86585  17.32015  -5.19518
O  -13.91955  18.43186  -6.09179
C  -14.32134  18.18684  -7.38958
N  -11.89512  18.44685  -4.07613
H  -14.51625  19.49403  -3.78608
H  -13.74104  19.31915  -2.22024
H  -14.92144  18.18294  -2.87188
H  -13.06701  16.93419  -3.18604
H  -14.88978  17.03996  -4.94792
H  -13.21363  16.51211  -5.52651
H  -14.56142  19.13516  -7.87036
H  -15.18720  17.52498  -7.40757
H  -13.52654  17.70073  -7.95534
H  -12.18476  19.22662  -4.64900
H  -11.58548  17.79677  -4.78438
C  -18.77167  20.37767  0.26055
C  -17.32563  20.04038  -0.20716
C  -17.11355  18.54776  -0.03699
O  -15.80007  18.16574  -0.50350
C  -15.38609  16.89348  -0.18832
N  -17.22706  20.35117  -1.62513
H  -19.10044  19.75550  1.09295
H  -19.46512  20.23384  -0.56803
H  -18.88383  21.44028  0.47587
H  -16.51881  20.58960  0.27812
H  -17.82827  17.96813  -0.62119
H  -17.28868  18.21855  0.98725
H  -14.68424  16.70163  -0.99992
H  -16.26872  16.27934  -0.00972
H  -14.87208  16.78555  0.76680
H  -16.99387  21.33182  -1.56154
H  -16.46296  19.76775  -1.93474
C  -5.24500  16.28019  -4.00990
C  -4.19213  15.37985  -3.46991
C  -4.61068  14.38404  -2.37692
O  -4.52661  15.04874  -1.16773
C  -5.50321  14.69322  -0.21355
N  -3.71982  14.67030  -4.65193
H  -4.79314  17.10310  -4.56375
H  -5.81931  16.88402  -3.30729
H  -6.01451  15.75477  -4.57548
H  -3.30381  15.90983  -3.12624
H  -3.93126  13.53172  -2.38012
H  -5.54774  13.83832  -2.48747
H  -5.37862  15.18167  0.75288
H  -5.51678  13.62498  0.00273
H  -6.49998  15.08888  -0.40849
H  -2.95496  15.18249  -5.06759
H  -4.38489  14.41551  -5.36808
C  -7.40240  9.07744  1.51466
C  -8.63516  9.77502  0.78834
C  -9.20590  9.01227  -0.36356
O  -10.32169  9.75484  -0.89609
C  -10.54269  9.45003  -2.22312
N  -9.63541  10.13950  1.79571
H  -7.27645  9.58530  2.47086
H  -6.46727  9.17125  0.96254
H  -7.72401  8.03602  1.52492
H  -8.17841  10.66818  0.36203
H  -9.43380  8.01231  0.00553
H  -8.33195  8.93774  -1.01067
H  -10.29224  8.39621  -2.34494
H  -9.83340  10.14118  -2.67844
H  -11.55845  9.65325  -2.56226
H  -9.39858  9.35162  2.38158
H  -9.17102  10.82902  2.36931
C  -10.49667  21.91953  1.20822
C  -10.21482  20.78926  0.18289
C  -9.59209  19.44967  0.82317
O  -9.01091  18.90366  -0.27834
C  -7.87745  18.04486  -0.11761
N  -11.31242  20.47276  -0.65120
H  -11.16445  22.71583  0.87951
H  -9.55924  22.40526  1.47913
H  -10.91253  21.48188  2.11576
H  -9.39646  21.12648  -0.45326
H  -10.41734  18.83123  1.17612
H  -8.77928  19.76940  1.47525
H  -8.03881  17.26193  0.62340
H  -6.93046  18.57298  -0.00629
H  -7.81514  17.48281  -1.04945
H  -11.74478  21.35548  -0.88349
H  -11.96528  20.06048  -0.00011
C  -7.89658  15.07968  3.22671
C  -7.73442  13.51106  2.93871
C  -6.38921  13.01561  3.46929
O  -5.45230  13.86956  2.83816
C  -4.15461  13.56653  3.11396
N  -8.91921  12.86949  3.52109
H  -8.94413  15.37521  3.16837
H  -7.36356  15.69539  2.50221
H  -7.40684  15.36838  4.15671
H  -7.72752  13.28909  1.87157
H  -6.18944  12.00268  3.11977
H  -6.32701  13.04895  4.55701
H  -4.00672  12.51082  3.34131
H  -3.89948  14.14149  4.00414
H  -3.47872  13.77054  2.28349
H  -9.01533  13.13540  4.49071
H  -9.78584  13.21042  3.13015
C  -13.73284  9.92176  4.37312
C  -12.79295  9.65222  3.23162
C  -13.18066  8.52075  2.18964
O  -12.34506  8.52961  1.09375
C  -12.81349  7.84417  -0.09479
N  -12.63885  10.94898  2.58959
H  -13.98857  8.93820  4.76720
H  -14.66000  10.35083  3.99316
H  -13.25447  10.55326  5.12178
H  -11.79073  9.46303  3.61615
H  -14.17342  8.66474  1.76327
H  -13.12145  7.53038  2.64103
H  -13.14641  6.82168  0.08348
H  -12.05277  7.89693  -0.87366
H  -13.53582  8.51116  -0.56539
H  -13.61900  11.17405  2.49592
H  -12.26155  11.59377  3.26928
C  -14.38391  13.12095  -7.40854
C  -13.00996  13.35109  -6.74152
C  -12.49509  12.02135  -6.10462
O  -11.14467  12.16623  -5.57141
C  -11.18021  12.58509  -4.28400
N  -12.04462  13.79184  -7.74688
H  -14.80964  14.03992  -7.81148
H  -15.20152  12.63075  -6.88003
H  -14.14169  12.50795  -8.27667
H  -13.01630  14.05051  -5.90554
H  -12.36568  11.29994  -6.91142
H  -13.17773  11.51231  -5.42419
H  -11.86559  13.38690  -4.00936
H  -10.21042  12.97741  -3.97790
H  -11.30775  11.71122  -3.64510
H  -11.82421  14.77627  -7.69755
H  -11.14250  13.42314  -7.48167